The following is a quantum chemistry calculation of a 2-piece molecular cluster, C3H8OS overall in a non-equilibrium geometry, from OMol25.

Its structure (SMILES) is C=O.CSC. The HOMO-LUMO gap comes out at 9.091 eV. The calculation puts the energy relative to the best compared isomer or geometry (same formula, charge and spin) at 127.5 kJ/mol. For the lowest unoccupied orbital energy, the calculation gives 0.57 eV.

Bonds (Å) are listed after each position.
Geometry (Å):
1 S -1.98 -1.00 1.55  C3 1.815, C4 1.838
2 O 4.11 1.33 -0.81  C5 1.191
3 C -0.65 -1.88 0.68  S1 1.815, H8 1.089, H11 1.095, H13 1.092
4 C -2.03 0.57 0.59  S1 1.838, H6 1.093, H7 1.081, H9 1.083
5 C 3.05 1.60 -1.29  O2 1.191, H10 1.102, H12 1.098
6 H -2.64 0.26 -0.27  C4 1.093
7 H -2.56 1.35 1.12  C4 1.081
8 H 0.37 -1.54 0.52  C3 1.089
9 H -1.07 0.79 0.14  C4 1.083
10 H 2.81 1.35 -2.34  C5 1.102
11 H -1.04 -2.10 -0.32  C3 1.095
12 H 2.25 2.11 -0.74  C5 1.098
13 H -0.63 -2.85 1.17  C3 1.092